[1]
The following is a quantum chemistry calculation of a 9-piece molecular cluster, C66H85BBrO2 overall, from the OMol25 dataset.

```
! wB97M-V def2-TZVPD RIJCOSX def2/J DEFGRID3
* xyz -1 1
C -3.62 1.94 -2.10
C -2.86 2.28 -0.81
C -1.91 1.17 -0.34
C -0.73 1.73 0.46
C 0.13 0.64 1.14
C 1.62 0.76 0.80
C 2.59 0.20 1.84
C 2.18 -1.14 2.45
C 2.57 -2.38 1.61
C 3.15 -3.50 2.45
C 2.12 -4.13 3.41
C 2.19 -3.64 4.87
C 2.05 -4.78 5.87
C 1.81 -4.33 7.32
C 0.34 -4.24 7.71
C -0.39 -2.98 7.22
C 0.21 -1.66 7.67
C -0.58 -0.44 7.06
O -1.20 0.18 8.15
B -0.39 -0.15 9.29
Br 1.41 1.04 9.29
O 0.04 -1.53 9.05
H -3.93 2.85 -2.61
H -4.53 1.38 -1.89
H -3.01 1.37 -2.80
H -3.59 2.49 -0.03
H -2.30 3.20 -0.97
H -2.46 0.45 0.27
H -1.54 0.65 -1.22
H -0.12 2.31 -0.23
H -1.12 2.42 1.20
H -0.26 -0.32 0.81
H -0.02 0.71 2.22
H 1.78 0.32 -0.18
H 1.83 1.83 0.68
H 3.55 0.04 1.34
H 2.78 0.94 2.61
H 1.12 -1.15 2.68
H 2.68 -1.23 3.42
H 3.30 -2.07 0.86
H 1.69 -2.74 1.06
H 4.01 -3.14 3.02
H 3.53 -4.28 1.78
H 2.32 -5.21 3.44
H 1.12 -4.02 3.01
H 1.41 -2.89 5.04
H 3.16 -3.17 5.02
H 2.98 -5.35 5.84
H 1.26 -5.47 5.55
H 2.30 -3.37 7.48
H 2.30 -5.04 7.99
H 0.24 -4.27 8.80
H -0.19 -5.12 7.33
H -1.41 -2.97 7.60
H -0.46 -3.01 6.13
H 1.26 -1.55 7.38
H 0.13 0.23 6.58
H -1.35 -0.76 6.35
H -0.87 0.06 10.38
C 3.11 1.53 -2.75
C 4.28 1.81 -3.44
C 4.39 1.52 -4.79
C 3.31 0.96 -5.46
C 2.13 0.69 -4.78
C 2.03 0.97 -3.43
H 3.02 1.76 -1.70
H 5.12 2.27 -2.92
H 5.30 1.74 -5.32
H 3.39 0.73 -6.52
H 1.29 0.27 -5.31
H 1.11 0.76 -2.89
C 4.22 6.25 -3.19
C 4.02 5.27 -2.23
C 4.44 5.49 -0.92
C 5.05 6.68 -0.57
C 5.25 7.66 -1.54
C 4.84 7.45 -2.84
H 3.89 6.08 -4.21
H 3.54 4.35 -2.50
H 4.28 4.72 -0.17
H 5.37 6.85 0.45
H 5.72 8.60 -1.27
H 4.99 8.21 -3.59
C -2.89 -6.78 3.14
C -3.94 -5.91 2.91
C -3.86 -4.59 3.33
C -2.72 -4.14 3.98
C -1.66 -5.01 4.21
C -1.75 -6.33 3.79
H -2.96 -7.81 2.82
H -4.83 -6.26 2.40
H -4.68 -3.91 3.15
H -2.65 -3.11 4.30
H -0.77 -4.65 4.71
H -0.93 -7.01 3.98
C 4.67 -4.76 -5.08
C 3.42 -4.15 -5.21
C 3.23 -2.86 -4.73
C 4.27 -2.18 -4.13
C 5.52 -2.78 -4.00
C 5.71 -4.07 -4.48
H 4.82 -5.76 -5.45
H 2.61 -4.69 -5.68
H 2.26 -2.39 -4.82
H 4.12 -1.18 -3.76
H 6.33 -2.25 -3.53
H 6.68 -4.55 -4.38
C 1.51 4.45 -6.02
C 0.91 5.40 -6.85
C -0.03 6.28 -6.33
C -0.37 6.22 -4.99
C 0.23 5.28 -4.16
C 1.16 4.39 -4.68
H 2.24 3.76 -6.42
H 1.18 5.44 -7.90
H -0.50 7.01 -6.97
H -1.10 6.91 -4.58
H -0.03 5.23 -3.11
H 1.63 3.66 -4.04
C -7.03 -4.18 -0.64
C -8.08 -3.31 -0.87
C -7.99 -1.99 -0.45
C -6.85 -1.54 0.20
C -5.80 -2.41 0.43
C -5.89 -3.73 0.02
H -7.09 -5.21 -0.96
H -8.97 -3.65 -1.38
H -8.81 -1.31 -0.63
H -6.78 -0.51 0.52
H -4.91 -2.06 0.94
H -5.07 -4.42 0.20
C -8.02 -6.56 -4.99
C -8.33 -5.89 -3.82
C -9.11 -6.52 -2.85
C -9.57 -7.81 -3.07
C -9.26 -8.47 -4.25
C -8.48 -7.85 -5.21
H -7.41 -6.07 -5.74
H -7.96 -4.89 -3.64
H -9.36 -6.00 -1.94
H -10.18 -8.30 -2.32
H -9.62 -9.48 -4.41
H -8.24 -8.36 -6.13
C 3.79 12.66 -1.73
C 3.41 13.18 -0.50
C 2.91 12.34 0.49
C 2.80 10.98 0.25
C 3.18 10.46 -0.98
C 3.67 11.30 -1.97
H 4.18 13.32 -2.49
H 3.50 14.24 -0.31
H 2.61 12.75 1.45
H 2.41 10.32 1.02
H 3.09 9.40 -1.17
H 3.97 10.89 -2.93
*
```

Summary:
E (eV): -144639.4011
Relative energy (zero: lowest compared OMol25 entry of this formula, charge and spin) (kcal per mole): 0.00

Mulliken atomic charge list, values in e, 99 entries:
1. C -1.22
2. C -0.39
3. C -0.34
4. C -0.90
5. C -0.55
6. C 0.11
7. C -1.78
8. C 0.15
9. C -0.78
10. C -1.28
11. C -0.63
12. C -0.14
13. C -0.69
14. C -0.97
15. C -1.08
16. C -0.31
17. C 0.52
18. C -0.55
19. O -0.70
20. B 0.95
21. Br -0.52
22. O -0.78
23. H 0.35
24. H 0.28
25. H 0.33
26. H 0.28
27. H 0.35
28. H 0.26
29. H 0.19
30. H 0.32
31. H 0.32
32. H 0.36
33. H 0.33
34. H -0.07
35. H 0.48
36. H 0.37
37. H 0.37
38. H 0.24
39. H 0.40
40. H 0.45
41. H 0.25
42. H 0.48
43. H 0.34
44. H 0.57
45. H 0.30
46. H -0.22
47. H 0.68
48. H 0.50
49. H 0.12
50. H 0.44
51. H 0.35
52. H 0.48
53. H 0.37
54. H 0.56
55. H -0.30
56. H 0.16
57. H 0.31
58. H 0.20
59. H -0.23
60. C -0.44
61. C -0.41
62. C -0.64
63. C -0.48
64. C -0.49
65. C -0.29
66. H 0.44
67. H 0.52
68. H 0.43
69. H 0.41
70. H 0.41
71. H 0.50
72. C -0.44
73. C -0.10
74. C -0.51
75. C -0.39
76. C -0.65
77. C -0.44
78. H 0.42
79. H 0.40
80. H 0.44
81. H 0.41
82. H 0.46
83. H 0.37
84. C -0.44
85. C -0.52
86. C -0.46
87. C -0.61
88. C 0.19
89. C -0.54
90. H 0.38
91. H 0.43
92. H 0.46
93. H 0.47
94. H 0.18
95. H 0.38
96. C -0.40
97. C -0.44
98. C -0.38
99. C 0.02

***

[2]
The following is a quantum chemistry calculation of a 2-piece molecular cluster, C4H8O2 overall, from the OMol25 dataset.

```
! wB97M-V def2-TZVPD RIJCOSX def2/J DEFGRID3
* xyz 0 1
C 2.12 -0.19 -0.41
O 1.18 -0.93 -0.22
C -0.93 0.17 -0.26
C -1.75 -1.02 0.09
C -0.42 1.02 0.63
O 0.52 1.95 0.29
H 2.33 0.22 -1.41
H 1.29 1.46 -0.08
H 2.81 0.07 0.41
H -0.69 0.33 -1.31
H -1.27 -1.94 -0.28
H -1.84 -1.13 1.18
H -2.74 -0.96 -0.35
H -0.60 0.93 1.70
*
```

Summary:
SMILES: C/C=C/O.C=O
E (eV): -8370.2852
Relative energy (zero: lowest compared OMol25 entry of this formula, charge and spin) (kcal per mole): 69.10

Charge distribution, Mulliken scheme, values in e:
1. C -0.36
2. O -0.35
3. C 0.11
4. C -1.09
5. C -0.32
6. O -0.45
7. H 0.34
8. H 0.28
9. H 0.35
10. H 0.31
11. H 0.26
12. H 0.30
13. H 0.33
14. H 0.29

***

[3]
The following is a quantum chemistry calculation of C24H29ClIN5O4Pd as an isolated structure, from the OMol25 dataset.

```
! wB97M-V def2-TZVPD RIJCOSX def2/J DEFGRID3
* xyz 0 1
Pd -0.65 -0.51 -0.69
I -3.27 -1.40 -1.52
C -3.40 -2.42 0.29
C -4.48 -3.24 0.46
C -4.68 -3.86 1.72
C -3.79 -3.65 2.73
C -2.65 -2.84 2.55
C -1.71 -2.65 3.60
C -0.62 -1.85 3.42
C -0.41 -1.21 2.18
C -1.27 -1.36 1.13
C -2.43 -2.18 1.30
H -5.17 -3.42 -0.35
H -5.54 -4.50 1.86
H -3.96 -4.10 3.71
H -1.89 -3.16 4.54
H 0.09 -1.72 4.22
H 0.47 -0.60 2.06
C 3.37 0.58 3.44
C 4.29 -0.22 2.51
C 3.70 -1.60 2.21
C 4.66 0.54 1.23
N 3.59 0.64 0.23
C 2.30 0.98 0.32
N 1.79 1.00 -0.88
N 2.80 0.68 -1.72
N 3.88 0.46 -1.07
H 3.41 0.17 4.45
H 2.33 0.54 3.12
H 3.67 1.63 3.50
H 5.24 -0.35 3.03
H 2.87 -1.54 1.50
H 3.33 -2.06 3.13
H 4.45 -2.26 1.77
H 5.47 0.03 0.73
H 4.99 1.55 1.49
H 1.78 1.23 1.23
O -0.35 -3.02 -1.23
Cl 0.92 -2.42 -1.60
O 1.49 -1.76 -0.42
O 1.84 -3.41 -2.09
O 0.66 -1.42 -2.65
C -1.80 2.72 -4.58
N -0.90 1.62 -4.18
C -1.67 0.39 -3.84
C 0.05 2.03 -3.05
C -0.64 2.49 -1.79
C -0.78 3.87 -1.59
C -1.24 4.38 -0.38
C -1.58 3.48 0.63
C -1.48 2.11 0.41
C -1.00 1.58 -0.80
H -2.48 2.38 -5.36
H -1.22 3.56 -4.95
H -2.37 3.04 -3.71
H -0.29 1.39 -4.97
H -2.34 0.65 -3.02
H -0.99 -0.38 -3.50
H -2.23 0.05 -4.70
H 0.67 2.83 -3.44
H 0.66 1.16 -2.82
H -0.49 4.56 -2.38
H -1.31 5.45 -0.23
H -1.92 3.86 1.59
H -1.76 1.44 1.21
*
```

Summary:
E (eV): -65090.2511
Relative energy (zero: lowest compared OMol25 entry of this formula, charge and spin) (kcal per mole): 76.18

Charge distribution, Mulliken scheme, values in e:
1. Pd -0.46
2. I 0.10
3. C 0.57
4. C -0.71
5. C -0.60
6. C -0.90
7. C 0.98
8. C -0.90
9. C -0.79
10. C 0.82
11. C -0.96
12. C 0.99
13. H 0.40
14. H 0.38
15. H 0.38
16. H 0.35
17. H 0.44
18. H -0.07
19. C -1.36
20. C 0.75
21. C -1.06
22. C -1.00
23. N 0.82
24. C -0.82
25. N 0.34
26. N -0.41
27. N -0.86
28. H 0.42
29. H 0.20
30. H 0.34
31. H 0.32
32. H 0.03
33. H 0.41
34. H 0.38
35. H 0.46
36. H 0.35
37. H 0.62
38. O -0.53
39. Cl 1.57
40. O -0.51
41. O -0.74
42. O -0.69
43. C -0.82
44. N 0.08
45. C -0.97
46. C -1.24
47. C 2.10
48. C -0.23
49. C -0.76
50. C -0.81
51. C -0.76
52. C -0.41
53. H 0.33
54. H 0.35
55. H 0.38
56. H 0.35
57. H 0.22
58. H 0.53
59. H 0.27
60. H 0.51
61. H 0.26
62. H 0.37
63. H 0.38
64. H 0.43
65. H 0.41

***

[4]
The following is a quantum chemistry calculation of C6H11NO as an isolated structure, from the OMol25 dataset.

```
! wB97M-V def2-TZVPD RIJCOSX def2/J DEFGRID3
* xyz 0 1
C 0.96 -0.50 -1.60
C 0.88 -0.23 -3.12
C -0.44 0.51 -2.85
C 0.79 -0.36 1.51
C -0.79 0.14 3.44
C -0.59 0.17 1.90
N -0.20 0.09 -1.49
O -1.50 0.46 1.18
H 1.67 0.34 -3.57
H 0.89 -1.08 -3.86
H -0.58 1.51 -3.18
H -1.37 0.05 -3.32
H 1.49 -0.06 2.24
H 1.08 -0.16 0.41
H 0.82 -1.44 1.67
H -0.75 -0.95 3.74
H -1.80 0.57 3.64
H 0.17 0.66 3.87
H -0.73 0.29 -0.63
*
```

Summary:
E (eV): -9934.2206
Relative energy (zero: lowest compared OMol25 entry of this formula, charge and spin) (kcal per mole): 97.64

Charge distribution, Mulliken scheme, values in e:
1. C -0.62
2. C -0.46
3. C -0.56
4. C -0.96
5. C -1.10
6. C 0.95
7. N 0.26
8. O -0.63
9. H 0.24
10. H 0.23
11. H 0.29
12. H 0.19
13. H 0.39
14. H 0.27
15. H 0.33
16. H 0.26
17. H 0.32
18. H 0.30
19. H 0.29

***

[5]
The following is a quantum chemistry calculation of the molecule C6H10O, from the OMol25 dataset.

```
! wB97M-V def2-TZVPD RIJCOSX def2/J DEFGRID3
* xyz 0 1
O 1.12 -0.53 1.34
C 1.34 -0.29 0.17
C 2.21 -1.19 -0.67
C -1.91 -0.51 0.53
C -1.46 0.94 0.72
C -0.44 1.41 -0.28
C 0.76 0.89 -0.53
H -1.09 -1.20 0.73
H 3.11 -0.67 -1.01
H 2.49 -2.08 -0.10
H 1.66 -1.49 -1.57
H -2.73 -0.76 1.21
H -2.26 -0.68 -0.50
H -2.34 1.60 0.65
H -1.05 1.05 1.73
H -0.74 2.26 -0.90
H 1.36 1.30 -1.35
*
```

Summary:
SMILES: CC/C=C\C(C)=O
E (eV): -8430.9846
Relative energy (zero: lowest compared OMol25 entry of this formula, charge and spin) (kcal per mole): 5.90

Charge distribution, Mulliken scheme, values in e:
1. O -0.54
2. C 0.78
3. C -1.23
4. C -1.02
5. C -0.51
6. C -0.35
7. C -0.31
8. H 0.28
9. H 0.35
10. H 0.33
11. H 0.31
12. H 0.32
13. H 0.30
14. H 0.35
15. H 0.26
16. H 0.35
17. H 0.31